Entry from the OMol25 dataset: C15H20AlBr2F9O8P as an isolated structure (wB97M-V/def2-TZVPD).

Each line ends with the Mulliken charge.
CARTESIAN COORDINATES (ANGSTROEM)
C1 1.242 2.571 -0.563  -1.39
C2 -0.127 2.221 -1.142  -0.09
C3 -0.579 0.784 -0.884  0.01
Br1 0.702 -0.412 -1.800  -0.26
Al1 -1.010 0.412 1.067  -1.43
C4 -1.281 2.177 2.011  -0.45
C5 -2.476 3.067 1.654  -0.41
C6 -3.454 2.556 0.605  -0.87
Br2 -3.551 3.517 3.271  -0.24
P1 -3.021 -0.923 1.325  0.03
O1 -3.802 -0.086 2.549  -0.46
O2 -2.507 -2.301 2.121  -0.46
C7 0.464 -0.457 2.261  0.51
F1 1.352 0.521 2.672  -0.29
F2 -0.172 -0.865 3.438  -0.33
C8 1.399 -1.631 1.920  0.75
F3 2.353 -1.206 1.077  -0.28
F4 2.042 -2.093 3.030  -0.38
C9 0.744 -2.890 1.289  0.68
F5 0.183 -3.652 2.233  -0.27
F6 1.695 -3.632 0.685  -0.24
F7 -0.175 -2.583 0.385  -0.16
H1 1.385 3.655 -0.536  0.37
H2 2.042 2.140 -1.168  0.41
H3 1.356 2.200 0.461  0.23
H4 -0.102 2.398 -2.224  0.33
H5 -0.889 2.900 -0.745  0.15
H6 -1.501 0.610 -1.447  0.47
H7 -0.371 2.772 1.874  0.43
H8 -1.293 1.947 3.083  0.81
H9 -2.126 4.055 1.358  0.44
H10 -2.901 2.170 -0.258  0.01
H11 -4.082 1.762 1.005  0.33
H12 -4.105 3.360 0.255  0.47
H13 -3.198 0.311 3.190  0.34
H14 -1.923 -2.103 2.865  0.32
C10 -2.728 1.088 -5.369  -0.45
C11 -2.636 2.190 -6.407  0.31
O3 -2.673 3.359 -5.622  -0.35
C12 -2.230 3.050 -4.363  0.59
O4 -1.956 3.844 -3.532  -0.45
O5 -2.145 1.707 -4.227  -0.19
F8 -3.691 2.190 -7.261  -0.30
H15 -3.773 0.851 -5.165  0.28
H16 -2.178 0.186 -5.620  0.28
H17 -1.718 2.184 -6.999  0.27
C13 4.786 -3.572 1.866  0.06
C14 4.946 -4.795 0.987  0.36
O6 6.194 -5.318 1.406  -0.36
C15 6.438 -4.888 2.676  0.62
O7 7.302 -5.310 3.371  -0.52
O8 5.550 -3.935 3.023  -0.34
F9 5.016 -4.492 -0.330  -0.28
H18 5.240 -2.703 1.388  0.23
H19 3.763 -3.350 2.139  -0.16
H20 4.178 -5.558 1.125  0.31

total charge: -1
HOMO level: -4.50 eV
DFT total energy: -212692.6486 eV
M: 717.06 Da
orbital gap: 6.6 eV



Entry from the OMol25 dataset: C5H10S as an isolated structure in a non-equilibrium geometry (wB97M-V/def2-TZVPD).

Each line ends with the Mulliken charge.
CARTESIAN COORDINATES (ANGSTROEM)
C1 -0.157 0.400 -1.674  -0.92
C2 -0.114 0.081 -0.229  0.70
C3 -0.954 -1.179 -0.226  -0.89
C4 1.155 -0.089 0.594  -0.76
C5 0.216 0.880 0.992  -0.07
H1 0.986 -0.340 -2.210  0.22
H2 0.030 1.782 -1.774  0.24
H3 -1.243 -0.015 -2.402  0.08
H4 -2.053 -1.298 1.081  0.19
H5 0.479 -2.318 -0.191  0.15
H6 -1.775 -0.869 -1.844  0.20
H7 1.541 -1.027 1.186  0.42
H8 1.889 0.338 -0.115  0.25
H9 0.555 1.906 0.985  0.35
H10 0.084 1.272 3.369  0.14
S1 -0.639 0.478 2.456  -0.28

total charge: 0
HOMO level: -8.61 eV
DFT total energy: -16167.8257 eV
M: 102.20 Da
orbital gap: 7.9 eV



Entry from the OMol25 dataset: a single C19H22FN3 molecule in a non-equilibrium geometry (wB97M-V/def2-TZVPD).

Each line ends with the Mulliken charge.
CARTESIAN COORDINATES (ANGSTROEM)
F1 -4.464 -3.915 2.878  -0.32
N1 -0.110 0.098 1.216  -0.64
N2 1.241 0.868 -0.602  -0.49
C1 0.830 0.954 0.691  -0.18
C2 -0.401 -1.029 0.573  1.03
C3 0.814 -0.173 -1.298  0.76
C4 -3.748 -1.813 1.975  -0.81
C5 -2.313 -3.849 2.126  -0.64
C6 -2.571 -1.160 1.440  -0.41
C7 -1.198 -3.208 1.598  -0.32
C8 -3.529 -3.163 2.347  0.62
C9 -1.345 -1.833 1.231  0.32
C10 0.029 -1.201 -0.734  0.37
N3 -1.155 -0.479 -3.102  -0.32
C11 1.292 -0.260 -2.738  -0.84
C12 -0.427 -2.342 -1.588  -1.45
C13 0.114 -0.067 -3.741  -0.84
C14 -1.504 -1.770 -2.608  -0.93
C15 2.192 4.211 0.850  -0.60
C16 3.155 3.469 1.738  -0.77
C17 0.932 3.417 0.831  -0.96
C18 2.734 2.014 1.598  -0.94
C19 1.263 2.079 1.444  0.54
H1 -4.645 -1.211 2.105  0.39
H2 -2.311 -4.757 2.669  0.39
H3 -2.675 -0.017 1.209  0.22
H4 -0.294 -3.799 1.300  0.42
H5 -1.562 0.240 -2.534  0.32
H6 1.818 -1.238 -2.903  0.33
H7 2.194 0.363 -2.732  0.49
H8 -0.874 -3.200 -1.036  0.34
H9 0.452 -2.804 -1.981  0.48
H10 0.000 0.911 -4.158  0.35
H11 0.365 -0.739 -4.512  0.32
H12 -2.492 -1.712 -2.122  0.37
H13 -1.501 -2.393 -3.481  0.34
H14 2.566 4.210 -0.175  0.23
H15 2.090 5.275 1.166  0.35
H16 4.201 3.809 1.563  0.35
H17 2.993 3.902 2.646  0.37
H18 0.286 4.026 1.436  0.32
H19 0.533 3.321 -0.170  0.34
H20 3.008 1.385 2.425  0.40
H21 3.227 1.551 0.725  0.34
H22 0.791 2.028 2.435  0.36

total charge: 0
structure (SMILES): Fc1ccc(-c2nc(C3CCCC3)nc3c2CCNCC3)cc1
HOMO level: -8.51 eV
DFT total energy: -27246.1078 eV
M: 311.40 Da
orbital gap: 9.2 eV



Entry from the OMol25 dataset: a 2-piece molecular cluster, C6H17NOS overall in a non-equilibrium geometry (wB97M-V/def2-TZVPD).

Each line ends with the Mulliken charge.
CARTESIAN COORDINATES (ANGSTROEM)
C1 -0.074 -1.048 1.675  -0.65
C2 -0.423 -2.464 1.992  -0.81
S1 0.110 -3.662 0.598  -0.16
C3 -0.642 -0.549 0.324  -0.41
N1 -1.128 0.850 0.385  -0.40
C4 1.107 1.971 0.633  -1.20
C5 -0.252 1.937 -0.133  0.42
C6 -0.167 2.144 -1.650  -1.41
H1 -0.257 -0.231 2.399  0.44
H2 0.980 -0.711 1.728  0.42
H3 -1.509 -2.639 2.210  0.33
H4 0.068 -2.876 2.838  0.42
H5 0.454 -2.734 -0.268  0.06
H6 0.060 -0.616 -0.520  -0.01
H7 -1.538 -1.118 0.053  0.37
H8 -1.309 1.039 1.376  0.31
H9 1.112 1.456 1.586  0.29
H10 1.883 1.661 -0.112  0.28
H11 1.390 3.035 0.405  0.37
H12 -0.778 2.846 0.172  0.35
H13 0.188 3.179 -1.767  0.38
H14 -1.089 1.841 -2.230  0.34
H15 0.553 1.460 -2.159  0.26
H16 0.660 -2.301 -3.401  0.31
H17 0.202 -1.089 -2.613  0.39
O1 0.400 -1.381 -3.520  -0.67

total charge: 0
structure (SMILES): CC(C)NCCCS.O
HOMO level: -8.70 eV
DFT total energy: -20868.5237 eV
M: 151.27 Da
orbital gap: 9.3 eV



Entry from the OMol25 dataset: C5H7NO as an isolated structure in a non-equilibrium geometry (wB97M-V/def2-TZVPD).

Each line ends with the Mulliken charge.
CARTESIAN COORDINATES (ANGSTROEM)
C1 1.446 -0.743 0.190  -0.54
C2 0.237 0.644 0.270  0.21
C3 -1.067 0.965 -0.249  -0.81
C4 -2.034 0.009 -0.052  -0.05
C5 0.064 -0.725 -0.339  0.14
H1 2.022 -1.438 -0.427  0.35
H2 1.652 -1.050 1.276  0.24
H3 1.776 0.713 -1.038  0.28
H4 -0.047 0.873 1.409  0.24
H5 -1.227 2.011 -0.064  0.34
H6 -3.118 -0.015 0.623  0.28
H7 -0.090 -0.623 -1.498  0.28
N1 1.626 0.572 -0.122  -0.50
O1 -1.239 -1.193 0.019  -0.45

total charge: 0
HOMO level: -8.61 eV
DFT total energy: -8828.3962 eV
M: 97.12 Da
orbital gap: 9.4 eV